Entry 1:
C36H92ClN6O17 | ωB97M-V/def2-TZVPD

XYZ file:
```
152
Properties=species:S:1:pos:R:3:mulliken_charge:R:1
Cl -0.279 -1.603 -1.956 1.543
O 1.126 -1.717 -1.857 -0.611
O -0.774 -2.818 -2.630 -0.646
O -0.924 -1.313 -0.675 -0.628
O -0.658 -0.478 -2.845 -0.660
O 1.944 -7.578 -3.606 -0.652
H 1.404 -6.821 -3.378 0.341
H 1.743 -8.227 -2.932 0.310
C 5.308 -0.175 -6.598 -0.662
O 6.706 -0.114 -6.286 -0.338
C 7.282 0.443 -5.089 -0.418
C 6.826 1.957 -4.946 -0.799
N 7.372 2.869 -6.079 -0.366
C 8.841 2.922 -6.237 -0.466
C 9.235 4.418 -6.657 -0.834
O 9.462 5.249 -5.600 -0.333
C 9.383 6.601 -5.993 -0.686
H 5.232 -0.542 -7.622 0.234
H 4.790 0.782 -6.545 0.270
H 4.806 -1.015 -6.119 0.301
H 8.371 0.414 -5.113 0.306
H 6.954 -0.084 -4.193 0.350
H 7.191 2.282 -3.972 0.394
H 5.738 2.018 -4.936 0.462
H 7.187 3.836 -5.853 0.228
H 9.152 2.142 -6.933 0.346
H 9.393 2.608 -5.351 0.327
H 8.417 4.851 -7.232 0.446
H 10.106 4.431 -7.312 0.398
H 9.873 6.705 -6.961 0.324
H 9.901 7.310 -5.347 0.245
H 8.328 6.874 -5.954 0.269
C 6.640 -3.392 4.749 -0.749
O 7.140 -2.991 6.052 -0.309
C 8.546 -2.842 6.050 -0.661
C 9.121 -2.633 7.427 -0.589
N 9.311 -3.839 8.264 -0.440
C 9.365 -3.573 9.714 -0.702
C 9.420 -4.931 10.468 -0.611
O 8.127 -5.383 10.633 -0.305
C 7.973 -6.488 11.524 -0.802
H 7.043 -4.326 4.356 0.310
H 6.739 -2.602 4.005 0.305
H 5.583 -3.641 4.841 0.270
H 8.870 -1.974 5.476 0.441
H 9.005 -3.710 5.578 0.360
H 8.361 -2.077 7.975 0.350
H 10.045 -2.056 7.394 0.320
H 8.484 -4.368 8.024 0.297
H 8.356 -3.194 9.874 0.420
H 10.152 -2.843 9.907 0.395
H 9.839 -4.893 11.474 0.471
H 10.182 -5.537 9.978 0.332
H 6.983 -6.606 11.965 0.280
H 8.523 -6.550 12.463 0.314
H 8.147 -7.385 10.931 0.302
C -6.394 -2.974 14.280 -0.833
O -5.424 -2.026 13.905 -0.290
C -5.538 -1.866 12.504 -0.346
C -4.523 -0.718 12.255 -0.731
N -4.019 -0.753 10.893 -0.359
C -3.017 0.273 10.618 -0.568
C -2.297 0.188 9.344 -0.584
O -1.560 -1.050 9.376 -0.324
C -1.023 -1.535 8.119 -0.718
H -7.425 -2.654 14.131 0.341
H -6.385 -2.823 15.359 0.301
H -6.260 -3.992 13.913 0.291
H -6.517 -1.557 12.136 0.287
H -5.288 -2.820 12.041 0.295
H -3.710 -0.827 12.974 0.360
H -4.898 0.256 12.569 0.352
H -3.585 -1.626 10.627 0.260
H -2.341 0.221 11.472 0.374
H -3.615 1.184 10.622 0.318
H -1.572 0.988 9.196 0.363
H -3.012 0.201 8.521 0.384
H -0.689 -2.570 8.198 0.248
H -0.072 -1.043 7.912 0.278
H -1.705 -1.395 7.280 0.301
C 1.384 6.143 -8.378 -0.840
O 1.880 6.158 -7.048 -0.261
C 1.420 7.375 -6.341 -0.553
C 2.056 7.419 -4.929 -0.631
N 1.887 6.252 -4.053 -0.257
C 2.553 6.364 -2.747 -0.538
C 2.107 5.240 -1.736 -0.563
O 2.532 5.490 -0.403 -0.335
C 1.974 4.688 0.586 -0.739
H 1.647 5.160 -8.770 0.270
H 1.938 6.833 -9.015 0.328
H 0.310 6.147 -8.561 0.310
H 0.340 7.509 -6.294 0.338
H 1.628 8.194 -7.030 0.392
H 1.598 8.286 -4.454 0.332
H 3.097 7.735 -4.987 0.338
H 2.113 5.407 -4.557 0.249
H 2.304 7.350 -2.354 0.319
H 3.641 6.302 -2.724 0.264
H 2.305 4.305 -2.260 0.331
H 1.018 5.184 -1.719 0.357
H 2.342 3.668 0.477 0.283
H 0.902 4.876 0.520 0.349
H 2.147 5.233 1.514 0.259
C -11.048 -0.360 0.495 -0.639
O -10.417 -1.365 1.265 -0.332
C -9.027 -1.328 1.349 -0.485
C -8.263 -1.565 -0.025 -0.666
N -8.446 -2.989 -0.520 -0.277
C -7.864 -3.107 -1.875 -0.726
C -7.843 -4.616 -2.298 -0.550
O -7.534 -5.602 -1.278 -0.346
C -6.319 -5.405 -0.597 -0.622
H -12.110 -0.597 0.571 0.241
H -10.710 -0.438 -0.538 0.238
H -10.841 0.651 0.845 0.287
H -8.871 -2.165 2.029 0.274
H -8.584 -0.474 1.861 0.365
H -7.201 -1.411 0.168 0.353
H -8.596 -0.974 -0.878 0.359
H -8.009 -3.558 0.191 0.288
H -6.793 -2.940 -1.758 0.387
H -8.270 -2.395 -2.593 0.449
H -7.244 -4.862 -3.174 0.371
H -8.889 -4.768 -2.564 0.290
H -6.362 -6.073 0.264 0.202
H -6.117 -4.369 -0.326 0.268
H -5.438 -5.766 -1.127 0.270
C -7.306 -2.183 -11.096 -0.737
O -6.674 -1.756 -9.856 -0.324
C -5.457 -1.129 -9.975 -0.486
C -4.938 -1.158 -8.464 -0.633
N -5.371 0.024 -7.668 -0.228
C -5.393 1.411 -8.206 -0.542
C -5.638 2.485 -7.096 -0.712
O -7.011 2.414 -6.528 -0.296
C -7.170 2.997 -5.270 -0.724
H -8.036 -2.951 -10.842 0.246
H -6.548 -2.509 -11.809 0.301
H -7.835 -1.439 -11.692 0.281
H -5.631 -0.204 -10.525 0.394
H -4.748 -1.672 -10.600 0.392
H -3.867 -1.241 -8.280 0.381
H -5.445 -1.988 -7.973 0.272
H -4.861 0.052 -6.796 0.218
H -6.285 1.631 -8.793 0.295
H -4.498 1.790 -8.698 0.305
H -5.458 3.506 -7.432 0.391
H -4.855 2.204 -6.392 0.372
H -8.209 2.754 -5.047 0.245
H -6.956 4.063 -5.342 0.282
H -6.657 2.578 -4.405 0.307
```

For the HOMO energy, the calculation gives -5.7 eV. As for the charge: -1. As for the HOMO-LUMO gap: 7.61 eV.

***

Entry 2:
C36H92O10 | ωB97M-V/def2-TZVPD

XYZ file:
```
138
Properties=species:S:1:pos:R:3:mulliken_charge:R:1
C 4.623 29.234 12.205 0.515
C 5.955 28.992 11.526 0.338
C 6.723 27.893 12.253 -1.099
O 5.687 28.522 10.178 -0.053
H 4.694 29.656 13.215 -0.399
H 4.138 28.260 12.321 -0.188
H 3.967 29.927 11.678 -0.004
H 6.583 29.876 11.420 0.324
H 6.663 28.050 13.335 -0.245
H 7.757 27.815 11.926 0.392
H 6.221 26.937 12.070 0.301
H 5.117 27.749 10.290 0.093
C 8.813 30.629 14.105 -0.487
C 9.810 31.058 13.047 0.267
C 10.212 29.901 12.137 -1.089
O 9.201 32.089 12.271 -0.506
H 7.849 30.360 13.682 -0.357
H 8.713 31.479 14.783 0.308
H 9.190 29.775 14.670 0.459
H 10.752 31.380 13.506 0.375
H 9.349 29.465 11.627 -0.020
H 10.772 29.140 12.682 0.372
H 10.860 30.259 11.330 0.379
H 9.877 32.706 11.980 0.314
C 7.813 26.488 7.768 -0.902
C 7.805 27.532 6.657 0.300
C 6.408 28.066 6.395 -0.686
O 8.703 28.595 6.930 -0.573
H 7.274 25.595 7.447 0.400
H 7.311 26.863 8.666 -0.046
H 8.851 26.246 7.995 0.346
H 8.123 27.004 5.754 0.307
H 6.128 28.771 7.186 -0.075
H 5.647 27.286 6.362 0.273
H 6.399 28.641 5.467 0.327
H 8.495 28.912 7.816 0.340
C -0.049 32.861 11.752 -1.351
C 0.785 31.694 11.272 1.175
C 0.648 31.467 9.780 -1.411
O 2.147 31.911 11.631 0.081
H 0.201 33.092 12.786 0.206
H -1.116 32.630 11.682 0.413
H 0.103 33.724 11.099 0.273
H 0.460 30.762 11.751 0.069
H 1.089 30.509 9.488 0.223
H 1.128 32.251 9.185 0.212
H -0.398 31.460 9.461 0.447
H 2.701 31.940 10.841 -0.333
C 5.863 23.314 11.530 -1.426
C 4.561 23.536 12.271 0.465
O 4.190 22.468 13.106 -0.424
C 3.623 21.372 12.417 -0.087
C 3.021 20.400 13.401 -1.251
H 6.219 24.276 11.158 0.306
H 6.565 22.844 12.217 0.417
H 5.770 22.663 10.656 0.373
H 4.730 24.375 12.954 0.121
H 3.738 23.864 11.620 0.028
H 2.846 21.700 11.706 0.211
H 4.363 20.873 11.772 0.267
H 2.485 20.919 14.194 0.325
H 3.744 19.717 13.848 0.293
H 2.290 19.768 12.887 0.369
C 1.417 25.991 12.299 -1.126
C 1.783 26.890 11.143 0.505
O 2.661 26.218 10.242 -0.153
C 2.001 25.504 9.211 -0.386
C 3.061 24.897 8.318 -0.941
H 2.318 25.860 12.900 0.209
H 0.646 26.416 12.947 0.411
H 1.019 25.022 11.993 0.354
H 0.928 27.290 10.584 0.297
H 2.359 27.742 11.502 -0.498
H 1.378 24.725 9.669 0.286
H 1.359 26.193 8.647 0.396
H 2.592 24.274 7.557 0.420
H 3.736 24.274 8.909 0.138
H 3.680 25.678 7.876 0.133
C 1.801 28.932 15.025 -1.074
C 1.519 30.332 15.503 0.409
O 0.104 30.498 15.452 -0.375
C -0.290 31.758 15.938 -0.141
C -1.743 31.974 15.618 -1.303
H 1.314 28.165 15.625 0.451
H 1.367 28.845 14.019 0.097
H 2.844 28.646 14.877 0.201
H 1.830 30.454 16.549 0.411
H 1.973 31.109 14.883 -0.174
H -0.144 31.797 17.027 0.334
H 0.306 32.556 15.475 0.239
H -2.046 32.993 15.883 0.398
H -2.405 31.288 16.142 0.343
H -1.921 31.919 14.541 0.249
C 4.472 31.590 8.685 -0.547
C 4.678 33.035 9.075 -0.495
O 3.610 33.458 9.924 0.037
C 3.824 34.737 10.491 -0.413
C 3.063 35.782 9.669 -1.238
H 5.436 31.104 8.538 0.250
H 3.959 30.992 9.445 -0.275
H 3.838 31.457 7.806 0.326
H 5.605 33.149 9.649 0.413
H 4.767 33.663 8.180 0.284
H 3.350 34.678 11.475 0.226
H 4.871 35.007 10.651 0.473
H 3.193 35.561 8.609 0.282
H 3.426 36.790 9.876 0.375
H 2.002 35.731 9.905 0.263
C 4.423 33.067 14.065 -0.712
C 5.650 32.353 14.614 0.237
O 5.111 31.494 15.625 -0.276
C 5.925 30.433 16.074 0.891
C 5.166 29.822 17.227 -1.288
H 3.694 32.261 13.938 -0.285
H 3.946 33.743 14.774 0.412
H 4.579 33.518 13.088 0.152
H 6.091 31.776 13.797 -0.093
H 6.353 33.022 15.116 0.338
H 6.118 29.761 15.225 -0.493
H 6.918 30.761 16.423 0.183
H 4.959 30.594 17.965 0.390
H 5.691 29.002 17.716 0.421
H 4.242 29.432 16.796 0.082
C 7.341 26.771 16.770 -0.797
C 7.729 25.732 15.732 -0.053
O 8.945 25.066 16.055 -0.408
C 8.850 24.200 17.157 -0.053
C 10.118 23.386 17.264 -1.332
H 6.445 27.307 16.446 0.105
H 7.143 26.326 17.742 0.420
H 8.131 27.522 16.836 0.321
H 6.945 24.975 15.602 0.283
H 7.934 26.236 14.788 -0.024
H 8.684 24.733 18.101 0.232
H 8.012 23.501 17.015 0.250
H 10.044 22.742 18.145 0.390
H 11.004 24.001 17.423 0.326
H 10.262 22.777 16.373 0.315
```

The SMILES is CC(C)O.CC(C)O.CC(C)O.CC(C)O.CCOCC.CCOCC.CCOCC.CCOCC.CCOCC.CCOCC. For the HOMO energy, the calculation gives -9.5 eV. As for the charge: 0. As for the HOMO-LUMO gap: 10.12 eV.

***

Entry 3:
C36H93N3O12 | ωB97M-V/def2-TZVPD

XYZ file:
```
144
Properties=species:S:1:pos:R:3:mulliken_charge:R:1
C 0.435 -0.409 2.547 -1.124
O 0.884 0.926 2.467 0.261
C 2.264 1.051 2.744 -0.470
C 2.600 2.379 3.397 -0.158
N 1.773 2.528 4.578 -0.197
C 2.285 3.593 5.442 -0.259
C 1.361 4.090 6.547 -0.746
O 0.705 5.305 6.194 -0.452
C -0.167 5.220 5.086 -0.345
H 0.632 -0.841 3.538 0.560
H 1.085 -1.054 1.945 0.301
H -0.621 -0.549 2.342 0.238
H 2.866 0.862 1.846 -0.460
H 2.561 0.252 3.436 0.529
H 2.475 3.160 2.634 0.078
H 3.663 2.360 3.639 0.395
H 0.826 2.832 4.368 0.167
H 2.738 4.502 5.019 0.026
H 3.148 3.168 5.981 0.434
H 1.914 4.374 7.441 0.366
H 0.635 3.303 6.801 0.352
H -0.577 6.207 4.869 0.354
H -1.013 4.581 5.356 0.312
H 0.328 4.889 4.172 -0.067
C 1.041 -5.406 -2.524 -0.577
O 0.076 -4.933 -3.446 -0.162
C -0.340 -6.015 -4.275 -0.613
C -1.234 -5.468 -5.393 -0.557
N -2.283 -4.616 -4.788 -0.382
C -2.953 -3.810 -5.786 -0.280
C -4.330 -3.276 -5.373 -0.709
O -4.307 -1.909 -5.007 -0.271
C -5.438 -1.468 -4.283 -0.727
H 1.382 -4.559 -1.935 -0.120
H 1.852 -5.988 -2.971 0.391
H 0.646 -6.113 -1.781 0.340
H -0.820 -6.878 -3.806 0.361
H 0.585 -6.338 -4.769 0.407
H -1.704 -6.259 -5.972 0.387
H -0.598 -4.770 -5.955 0.245
H -1.788 -4.033 -4.122 0.171
H -3.274 -4.473 -6.598 0.472
H -2.393 -2.992 -6.258 0.108
H -4.481 -3.808 -4.420 0.337
H -5.127 -3.575 -6.056 0.350
H -5.863 -2.291 -3.696 0.339
H -6.244 -1.139 -4.944 0.327
H -5.033 -0.718 -3.609 0.190
C 1.785 2.532 -1.873 -0.087
O 2.792 3.023 -1.029 -0.025
C 2.916 4.430 -0.942 -0.468
C 4.263 4.765 -0.317 -1.002
N 4.197 4.832 1.155 -0.136
C 5.399 5.435 1.747 -0.527
C 5.233 5.449 3.264 -0.776
O 5.424 4.177 3.842 -0.104
C 6.784 3.844 3.976 -0.897
H 1.948 3.021 -2.843 0.453
H 0.800 2.722 -1.435 0.047
H 1.881 1.461 -2.037 -0.473
H 2.002 4.869 -0.539 0.235
H 3.006 4.772 -1.985 0.440
H 4.798 5.613 -0.737 0.568
H 4.867 3.868 -0.505 0.276
H 4.279 3.875 1.501 0.052
H 5.413 6.435 1.303 0.531
H 6.313 4.863 1.531 0.218
H 4.197 5.770 3.411 0.262
H 5.824 6.206 3.794 0.487
H 6.937 2.970 4.608 0.273
H 7.307 4.649 4.513 0.352
H 7.299 3.708 3.022 0.299
C -0.032 0.139 -6.294 -1.539
C 0.093 -0.991 -5.245 0.781
C 1.318 -0.897 -4.355 -0.682
O -1.078 -0.996 -4.451 -0.219
H -0.010 1.087 -5.751 0.357
H -1.009 0.063 -6.778 0.429
H 0.712 0.132 -7.089 0.386
H 0.178 -1.937 -5.786 -0.060
H 1.235 -1.839 -3.799 0.087
H 1.369 -0.034 -3.700 -0.117
H 2.240 -0.993 -4.931 0.529
H -1.610 -0.206 -4.566 0.145
C -6.846 -1.930 1.494 -1.568
C -6.401 -1.972 0.034 0.866
C -6.279 -0.565 -0.570 -1.138
O -5.086 -2.556 -0.013 -0.255
H -6.733 -2.789 2.151 0.318
H -7.912 -1.671 1.459 0.425
H -6.359 -1.112 2.034 0.313
H -7.086 -2.594 -0.539 0.323
H -5.270 -0.150 -0.650 0.212
H -6.754 0.235 0.004 0.394
H -6.682 -0.619 -1.583 0.186
H -4.387 -1.905 -0.107 0.072
C -0.283 3.875 1.024 -0.719
C -1.482 3.505 1.945 0.251
C -2.645 2.949 1.091 -1.428
O -1.049 2.767 3.051 -0.499
H -0.599 4.052 -0.006 0.541
H 0.506 3.120 0.974 -0.053
H 0.207 4.756 1.445 0.281
H -1.850 4.479 2.273 0.447
H -2.895 3.658 0.303 0.449
H -3.535 2.755 1.692 0.407
H -2.374 2.003 0.613 0.060
H -0.608 1.961 2.709 0.120
C -0.338 -0.305 -0.863 0.300
C -1.042 -1.648 -1.027 1.644
C -0.422 -2.772 -0.226 -0.777
O -2.420 -1.442 -0.652 -0.341
H -0.312 -0.023 0.191 -0.434
H -0.942 0.492 -1.304 0.581
H 0.677 -0.261 -1.259 -0.538
H -1.091 -2.035 -2.050 -0.807
H -0.582 -2.527 0.829 -0.250
H 0.565 -3.124 -0.510 -0.223
H -1.000 -3.703 -0.290 0.428
H -2.811 -1.099 -1.462 0.199
C -2.584 -3.556 2.682 -1.079
C -3.928 -4.233 2.920 1.113
C -4.302 -5.329 1.935 -1.185
O -4.051 -4.688 4.268 -0.596
H -2.313 -2.811 3.432 0.387
H -2.689 -3.045 1.720 -0.101
H -1.685 -4.178 2.590 0.455
H -4.639 -3.415 2.791 -0.288
H -5.383 -5.410 1.877 0.253
H -3.820 -6.273 2.205 0.393
H -3.865 -5.154 0.948 0.262
H -3.239 -5.136 4.522 0.365
C 5.470 -1.146 1.039 -1.319
C 4.962 -0.772 -0.306 0.662
C 3.456 -0.955 -0.485 -0.365
O 5.307 0.635 -0.476 -0.592
H 6.544 -1.022 1.184 0.396
H 5.231 -2.199 1.225 0.348
H 5.058 -0.529 1.842 0.150
H 5.538 -1.318 -1.063 0.349
H 3.234 -2.022 -0.537 0.362
H 3.012 -0.409 -1.314 0.001
H 3.008 -0.577 0.438 -0.259
H 4.557 1.024 -0.942 0.283
```

The SMILES is COCCNCCOC.COCCNCCOC.COCCNCCOC.CC(C)O.CC(C)O.CC(C)O.CC(C)O.CC(C)O.CC(C)O. For the HOMO energy, the calculation gives -8.6 eV. As for the charge: 0. As for the HOMO-LUMO gap: 8.98 eV.